{
  "formula": "C3H5FN4",
  "method": "the ωB97M-V functional and the def2-TZVPD basis",
  "elements": ["C", "C", "C", "N", "N", "N", "N", "F", "H", "H", "H", "H", "H"],
  "positions_angstrom": [[-1.2662, 1.7653, 0.1862], [-0.2974, 2.0090, -0.6517], [0.8685, -2.0074, 0.7149], [-1.4216, 0.5487, 0.9355], [-0.7649, -0.4567, 0.8949], [0.3769, -0.7273, 0.5158], [0.3206, 1.3531, -1.6376], [-2.0901, 2.6887, 0.6078], [-0.0073, -2.6271, 0.5265], [1.6389, -2.3186, -0.1518], [1.4761, -2.1222, 1.6867], [-0.1552, 0.6220, -2.0506], [1.3217, 1.2724, -1.5766]],
  "total_energy_ha": -435.96804,
  "homo_ha": [-0.3092, -0.2830],
  "e_lumo_ev": [-0.33, -1.12],
  "relative_energy_kj_mol": 600.13,
  "charge": 0
}

=====

{
  "formula": "C3H5FO",
  "method": "the ωB97M-V functional and the def2-TZVPD basis",
  "elements": ["C", "C", "C", "O", "F", "H", "H", "H", "H", "H"],
  "positions_angstrom": [[0.2535, 0.4103, -1.6628], [0.3851, -0.2644, 1.2132], [-0.8118, -0.0305, 0.2432], [1.3614, 0.8464, -1.6727], [-1.5101, -1.1207, -0.1708], [-0.1749, 0.2951, -2.6063], [1.4345, -0.0739, 0.7932], [0.4730, -1.2707, 1.6573], [0.0956, 0.3967, 2.0392], [-1.5062, 0.8117, 0.1664]],
  "total_energy_ha": -292.29037,
  "homo_ha": -0.3049,
  "e_lumo_ev": 0.98,
  "relative_energy_kj_mol": 278.13,
  "charge": 0
}

=====

{
  "formula": "C3H5FO",
  "method": "the ωB97M-V functional and the def2-TZVPD basis",
  "elements": ["C", "C", "C", "H", "H", "H", "H", "H", "O", "F"],
  "positions_angstrom": [[0.6853, 1.2764, 0.1102], [0.5773, -0.1298, -0.0118], [-0.7992, -0.7171, 0.2482], [0.2379, 1.4829, 1.0044], [0.0935, 1.6685, -0.7113], [1.6627, 1.6072, -0.0371], [-0.9853, -0.8033, 1.3131], [-0.9014, -1.7106, -0.2713], [1.5001, -0.8610, -0.1534], [-1.6543, 0.2296, -0.2389]],
  "total_energy_ha": -292.38350,
  "smiles": "CC(=O)CF",
  "homo_ha": -0.3614,
  "e_lumo_ev": 0.90,
  "relative_energy_kj_mol": 33.62,
  "charge": 0
}

=====

{
  "formula": "C3H5FO2P",
  "method": "the ωB97M-V functional and the def2-TZVPD basis",
  "elements": ["C", "C", "C", "O", "O", "F", "P", "H", "H", "H", "H", "H"],
  "positions_angstrom": [[-0.3137, -2.0363, 0.0040], [0.9503, 0.7409, 0.8677], [-0.2217, 0.3683, 0.0577], [-1.1090, -2.2329, -0.8630], [0.4849, -2.3609, 0.8310], [-1.3988, 0.4840, 0.8627], [-0.4536, 1.3622, -1.5103], [1.8827, 0.6263, 0.4110], [1.1040, -0.0217, 1.7583], [0.9764, 1.7876, 1.3349], [-1.8139, 1.0139, -1.4694], [-0.0876, 0.2686, -2.2846]],
  "total_energy_ha": -708.98934,
  "homo_ha": -0.0792,
  "e_lumo_ev": 4.12,
  "relative_energy_kj_mol": 398.29,
  "charge": -1
}

=====

{
  "formula": "C3H5FO2S",
  "method": "the ωB97M-V functional and the def2-TZVPD basis",
  "elements": ["C", "C", "C", "O", "O", "F", "S", "H", "H", "H", "H", "H"],
  "positions_angstrom": [[-0.5002, -0.6618, 0.8629], [1.1025, 0.9340, -0.2511], [0.7937, -0.4422, 0.1867], [-3.0784, -0.6038, 0.1452], [-1.7986, 1.4219, -0.4234], [0.7865, -1.3918, -0.9092], [-1.8522, 0.0537, -0.0195], [-0.7783, -2.1725, 0.8841], [0.4108, 1.1344, -1.1656], [1.0632, 1.5251, 0.5928], [2.1598, 1.0647, -0.5590], [1.6913, -0.8618, 0.6560]],
  "total_energy_ha": -765.66434,
  "homo_ha": [-0.3692, -0.3692],
  "e_lumo_ev": [-1.17, -1.17],
  "relative_energy_kj_mol": 451.94,
  "charge": 0
}

=====

{
  "formula": "C3H5FOS",
  "method": "the ωB97M-V functional and the def2-TZVPD basis",
  "elements": ["C", "C", "C", "O", "F", "S", "H", "H", "H", "H", "H"],
  "positions_angstrom": [[-1.5506, -2.0857, -0.8706], [1.4287, 1.4560, 1.0194], [-0.6153, -1.2231, -0.3724], [0.9574, 3.5390, -0.3094], [-0.4173, -1.1071, 0.9614], [0.3993, 2.6190, 0.6953], [-1.6612, -2.1416, -2.0255], [-2.2552, -2.4235, -0.2201], [1.3899, 0.7680, 1.7731], [2.1538, 1.2387, 0.2693], [0.1706, -0.6397, -0.9206]],
  "total_energy_ha": -690.48938,
  "homo_ha": -0.3636,
  "e_lumo_ev": -0.29,
  "relative_energy_kj_mol": 263.25,
  "charge": 0
}